# 1
{
  "formula": "C2H8NO2",
  "method": "the ωB97M-V functional and the def2-TZVPD basis",
  "symbols": ["C", "C", "N", "O", "O", "H", "H", "H", "H", "H", "H", "H", "H"],
  "xyz": [[-1.3054, 0.7877, 1.2074], [-0.7856, -0.4134, -0.8838], [-1.2067, -0.3642, 0.3600], [2.6171, -0.0202, -0.5619], [1.3380, -0.1181, -1.3081], [-1.2554, 1.7164, 0.5996], [-2.0450, 0.6598, 1.9592], [-0.2691, 0.8258, 1.6195], [-0.5643, -1.4352, -1.4093], [-0.6099, 0.4831, -1.4369], [-1.5076, -1.1777, 0.7831], [3.2066, -0.4686, -1.1872], [2.3873, -0.4753, 0.2585]],
  "total_energy_ha": -285.7776,
  "max_force_ev_per_a": 3.7,
  "mol_weight_g_mol": 78.1,
  "relative_energy_kj_mol": 632.3,
  "charge": 1
}

***

# 2
{
  "formula": "C4H11NO",
  "method": "the ωB97M-V functional and the def2-TZVPD basis",
  "symbols": ["C", "C", "C", "C", "O", "N", "H", "H", "H", "H", "H", "H", "H", "H", "H", "H", "H"],
  "xyz": [[0.1862, -0.9955, -1.2982], [-0.4693, -0.6707, 0.0405], [-0.2302, 0.7298, 0.6649], [-0.3161, 1.9766, -0.2534], [1.1823, 0.8006, 1.0585], [0.1087, -1.5393, 1.0929], [1.0056, -0.2686, -1.2203], [-0.3337, -0.5283, -2.2354], [0.7066, -1.9196, -1.4994], [-1.4771, -1.0522, -0.2036], [-0.7765, 0.9667, 1.5735], [0.1086, 2.7833, 0.3113], [-1.2702, 2.3303, -0.6640], [0.3282, 1.6997, -1.0733], [1.3946, -0.1618, 1.0649], [0.3787, -2.4568, 0.7712], [-0.5264, -1.6942, 1.8699]],
  "total_energy_ha": -288.9512,
  "max_force_ev_per_a": 4.5,
  "smiles": "C[C@H](O)[C@@H](C)N",
  "mol_weight_g_mol": 89.1,
  "relative_energy_kj_mol": 172.9
}

***

# 3
{
  "formula": "C4H7NO",
  "method": "the ωB97M-V functional and the def2-TZVPD basis",
  "symbols": ["O", "C", "C", "C", "C", "N", "H", "H", "H", "H", "H", "H", "H"],
  "xyz": [[-2.4189, -0.7754, 0.2967], [-1.5856, -0.9995, -0.5482], [-0.5723, 0.0450, -0.9497], [0.1282, 0.6056, 0.2726], [1.2134, -0.1588, 0.9266], [1.5203, 0.9762, 0.0564], [-1.5066, -2.0101, -1.0079], [-1.0883, 0.8538, -1.4849], [0.1795, -0.3802, -1.6183], [-0.4831, 1.2318, 0.9217], [1.4949, -1.1338, 0.5327], [1.3471, -0.0492, 2.0009], [1.7715, 1.7947, 0.6014]],
  "total_energy_ha": -286.5534,
  "max_force_ev_per_a": 0.5,
  "smiles": "O=CC[C@H]1CN1",
  "mol_weight_g_mol": 85.1,
  "relative_energy_kj_mol": 205.5
}

***

# 4
{
  "formula": "C27H65F9NO12PS9",
  "method": "the ωB97M-V functional and the def2-TZVPD basis",
  "symbols": ["C", "O", "C", "C", "C", "P", "C", "C", "C", "N", "O", "S", "O", "O", "C", "F", "F", "C", "F", "F", "C", "F", "F", "C", "F", "F", "F", "H", "H", "H", "H", "H", "H", "H", "H", "H", "H", "H", "H", "H", "H", "H", "H", "H", "C", "S", "O", "C", "H", "H", "H", "H", "H", "H", "C", "S", "O", "C", "H", "H", "H", "H", "H", "H", "C", "S", "O", "C", "H", "H", "H", "H", "H", "H", "C", "S", "O", "C", "H", "H", "H", "H", "H", "H", "C", "S", "O", "C", "H", "H", "H", "H", "H", "H", "C", "S", "O", "C", "H", "H", "H", "H", "H", "H", "C", "S", "O", "C", "H", "H", "H", "H", "H", "H", "C", "S", "O", "C", "H", "H", "H", "H", "H", "H"],
  "xyz": [[-6.6987, -3.5017, -0.7755], [-5.8172, -3.4868, -1.9364], [-4.6954, -4.3896, -1.6765], [-3.5721, -3.6059, -0.8039], [-2.0971, -4.2728, -1.0305], [-1.1273, -4.4644, 0.5705], [-1.1208, -2.6061, 0.9556], [-0.4358, -1.6738, -0.1563], [0.7217, -2.3587, -1.0020], [1.9822, -2.8756, -0.4186], [0.6447, -2.4610, -2.2577], [-0.9807, -6.6535, 0.3882], [0.1210, -7.1235, 1.3341], [-0.5245, -7.0967, -0.9982], [-2.5702, -7.5525, 0.7890], [-3.5578, -7.0793, -0.1066], [-2.3505, -8.9176, 0.4405], [-3.0096, -7.5292, 2.3290], [-2.1557, -6.8094, 3.1758], [-2.9769, -8.8753, 2.7991], [-4.4955, -6.9803, 2.5904], [-4.6930, -5.6687, 2.0716], [-4.5953, -6.8192, 4.0047], [-5.6614, -7.9963, 2.1837], [-5.3195, -8.9115, 1.1918], [-6.0832, -8.6919, 3.3320], [-6.8029, -7.3015, 1.7153], [-6.1820, -3.0698, 0.1497], [-7.0859, -4.5520, -0.5416], [-7.6001, -2.8476, -1.0599], [-4.2213, -4.7684, -2.6386], [-5.1503, -5.2705, -1.1039], [-3.5622, -2.5320, -1.2073], [-3.8742, -3.6333, 0.2912], [-1.5910, -3.6099, -1.8153], [-2.3083, -5.2664, -1.5655], [-1.9157, -4.6546, 1.7762], [0.2941, -4.4638, 0.7213], [-2.1895, -2.2084, 1.1239], [-0.5836, -2.4127, 1.9587], [0.0612, -0.8023, 0.4133], [-1.2194, -1.1649, -0.8258], [1.9737, -2.7889, 0.6062], [2.0276, -3.8741, -0.6960], [1.9844, 0.5034, -4.7764], [1.8863, 0.8566, -3.0094], [0.4684, 1.2182, -2.7011], [2.8389, 2.3888, -3.0694], [1.4161, -0.4062, -4.9765], [1.5571, 1.3300, -5.3473], [3.0262, 0.3475, -5.0611], [2.3608, 3.1000, -3.7444], [3.8535, 2.1740, -3.4082], [2.8753, 2.8108, -2.0653], [-3.4488, 2.5107, -0.5475], [-4.2578, 1.4714, -1.7811], [-4.5083, 0.1363, -1.1493], [-2.8199, 1.2977, -2.8563], [-4.1631, 2.7140, 0.2516], [-2.5806, 1.9934, -0.1343], [-3.1436, 3.4524, -1.0060], [-1.9906, 0.8557, -2.3015], [-2.5327, 2.2770, -3.2422], [-3.0884, 0.6459, -3.6882], [5.1302, -4.0069, -4.5891], [3.9292, -4.3172, -3.2756], [4.4711, -3.7106, -2.0213], [4.2079, -6.0994, -3.1779], [5.1514, -2.9347, -4.7889], [6.1224, -4.3354, -4.2753], [4.8274, -4.5361, -5.4941], [5.2559, -6.3025, -2.9489], [3.9341, -6.5628, -4.1274], [3.5787, -6.5024, -2.3839], [2.0326, 6.8508, -2.0819], [3.7512, 6.8051, -2.6335], [3.9851, 5.4673, -3.2595], [4.4784, 6.7664, -0.9834], [1.3886, 6.8417, -2.9625], [1.8143, 5.9767, -1.4655], [1.8547, 7.7659, -1.5145], [4.1100, 5.8983, -0.4339], [4.2225, 7.6854, -0.4501], [5.5617, 6.6975, -1.0869], [9.0134, -5.8034, 0.3687], [7.3133, -5.7312, -0.2360], [6.9914, -7.0654, -0.8270], [7.6448, -4.6022, -1.6037], [9.0488, -6.4938, 1.2126], [9.6763, -6.1632, -0.4204], [9.3262, -4.8120, 0.7009], [8.3917, -5.0355, -2.2725], [8.0001, -3.6475, -1.2122], [6.7142, -4.4460, -2.1488], [-7.8620, 1.1260, -0.4019], [-8.4199, 2.6477, -1.1978], [-7.3067, 3.6394, -1.0982], [-9.6448, 3.0820, 0.0566], [-7.0573, 0.6977, -1.0022], [-7.4879, 1.3439, 0.6003], [-8.6894, 0.4160, -0.3494], [-9.1622, 3.1800, 1.0307], [-10.4159, 2.3106, 0.0949], [-10.0984, 4.0337, -0.2212], [1.9769, 10.0760, 2.4904], [3.6959, 10.0299, 1.9425], [3.9319, 8.6908, 1.3182], [4.4239, 9.9917, 3.5940], [1.3346, 10.0665, 1.6087], [1.7564, 9.2027, 3.1068], [1.7972, 10.9913, 3.0569], [4.0562, 9.1239, 4.1442], [4.1679, 10.9096, 4.1263], [5.5071, 9.9234, 3.4908], [1.7763, 8.6393, 6.7227], [1.4496, 10.3082, 7.3295], [1.6754, 11.2502, 6.1915], [2.8948, 10.4054, 8.4077], [1.0060, 8.3816, 5.9945], [2.7556, 8.6011, 6.2419], [1.7369, 7.9331, 7.5537], [3.8057, 10.2591, 7.8245], [2.8203, 9.6439, 9.1859], [2.9134, 11.3932, 8.8685]],
  "total_energy_ha": -6848.7598,
  "max_force_ev_per_a": 8.1,
  "mol_weight_g_mol": 1086.4
}

***

# 5
{
  "formula": "C4H9NO2",
  "method": "the ωB97M-V functional and the def2-TZVPD basis",
  "symbols": ["N", "C", "O", "C", "C", "C", "O", "H", "H", "H", "H", "H", "H", "H", "H", "H"],
  "xyz": [[-1.1609, 1.3779, -0.7916], [0.1399, 1.6708, -0.4909], [0.5383, 2.8202, -0.3998], [1.0914, 0.4566, -0.3994], [0.9959, -0.6513, 0.6806], [-0.4435, -1.0867, 0.9374], [-0.9439, -1.4841, -0.3474], [-1.7720, 2.1454, -1.0299], [-1.4344, 0.4277, -1.0059], [0.9365, -0.0875, -1.3354], [2.0913, 0.8868, -0.4085], [1.5520, -1.5519, 0.3085], [1.6821, -0.6207, 1.5248], [-0.4419, -1.9312, 1.6309], [-1.1192, -0.3177, 1.3513], [-1.7115, -2.0542, -0.2249]],
  "total_energy_ha": -363.0464,
  "max_force_ev_per_a": 1.8,
  "smiles": "NC(=O)CCCO",
  "mol_weight_g_mol": 103.1,
  "relative_energy_kj_mol": 102.6
}